No. 1
{"formula": "C46H42N7O4PPdS2", "method": "wB97M-V/def2-TZVPD", "species": ["Pd", "C", "C", "C", "C", "N", "C", "N", "C", "N", "C", "N", "C", "C", "C", "C", "C", "N", "C", "C", "C", "C", "C", "C", "H", "H", "H", "H", "H", "H", "H", "H", "H", "H", "H", "H", "S", "C", "C", "C", "C", "C", "C", "N", "C", "C", "C", "C", "C", "C", "C", "C", "N", "C", "C", "C", "C", "C", "S", "C", "H", "H", "H", "H", "H", "H", "H", "H", "H", "H", "H", "H", "C", "C", "C", "C", "O", "P", "O", "O", "O", "C", "C", "C", "C", "H", "H", "H", "H", "H", "H", "H", "H", "H", "H", "H", "H", "H", "H", "H", "H", "H", "H"], "coordinates": [[-0.1506, -0.4003, -0.9472], [1.2782, -3.6429, 1.3822], [1.0350, -4.7293, 0.5414], [0.9310, -4.5201, -0.8140], [1.0171, -3.2145, -1.3304], [1.2153, -2.1678, -0.5069], [1.3776, -2.4010, 0.8064], [0.9490, -3.1053, -2.7059], [0.7408, -2.0234, -3.3770], [0.4072, -0.7641, -2.9263], [-0.0082, 0.0050, -3.9752], [-0.5511, 1.1730, -3.9540], [-0.6484, 1.9635, -2.8381], [-1.4715, 3.1332, -3.0288], [-1.8732, 3.8707, -1.9126], [-1.2227, 3.6803, -0.7314], [0.0070, 2.8364, -0.7630], [-0.0912, 1.7105, -1.6683], [0.1726, -0.7717, -5.2248], [-0.0824, -0.4561, -6.5449], [0.1890, -1.4372, -7.4946], [0.6986, -2.6822, -7.1248], [0.9429, -2.9946, -5.7904], [0.6645, -2.0175, -4.8549], [1.4202, -3.7673, 2.4456], [0.9609, -5.7302, 0.9449], [0.7983, -5.3351, -1.5102], [1.5814, -1.5184, 1.4042], [-1.8702, 3.3009, -4.0165], [-2.6825, 4.5830, -1.9924], [-1.4782, 4.2013, 0.1792], [0.8378, 3.4632, -1.1326], [-0.4664, 0.5153, -6.8221], [0.0195, -1.2275, -8.5416], [0.9188, -3.4097, -7.8942], [1.3395, -3.9548, -5.4916], [-0.4825, 2.2183, 4.5040], [-0.2557, 2.3686, 6.1823], [-0.5232, 1.2069, 6.8518], [-0.9509, 0.1812, 5.9869], [-0.9918, 0.5766, 4.6696], [-1.3777, -0.2196, 3.5238], [-0.8880, 0.1307, 2.2324], [-1.1673, -0.5271, 1.1389], [-1.9918, -1.6105, 1.2335], [-2.5145, -2.0523, 2.4632], [-3.3779, -3.2016, 2.4956], [-3.7200, -3.8530, 1.3668], [-3.2251, -3.4076, 0.0931], [-3.5778, -4.0093, -1.1050], [-3.0852, -3.5107, -2.3211], [-2.2052, -2.3904, -2.2529], [-1.8538, -1.8306, -1.1320], [-2.3487, -2.2950, 0.0465], [-3.4158, -4.0759, -3.5806], [-4.2842, -5.1566, -3.8413], [-4.3837, -5.4536, -5.1848], [-3.5954, -4.6093, -5.9667], [-2.7412, -3.4629, -5.0701], [-2.1878, -1.3336, 3.6182], [0.0646, 3.3086, 6.5992], [-0.4213, 1.0989, 7.9193], [-1.1969, -0.8166, 6.3174], [-0.2125, 0.9653, 2.1313], [-3.7579, -3.5279, 3.4539], [-4.3768, -4.7111, 1.3976], [-4.2439, -4.8602, -1.0871], [-1.7958, -1.9601, -3.1591], [-4.8153, -5.6863, -3.0673], [-4.9924, -6.2386, -5.6033], [-3.4975, -4.6392, -7.0405], [-2.5951, -1.6433, 4.5711], [1.0878, 6.1311, 2.9945], [1.8583, 5.4199, 1.8977], [3.3584, 5.5683, 2.0859], [1.4295, 5.9022, 0.5220], [1.4733, 3.9993, 2.0781], [1.8019, 2.7828, 1.1402], [2.8408, 2.9927, 0.1329], [0.3602, 2.3544, 0.5184], [1.9129, 1.5559, 2.1166], [3.1458, 1.1128, 2.7986], [2.6439, 0.1461, 3.8563], [3.8421, 2.3022, 3.4357], [4.0365, 0.4316, 1.7745], [1.3111, 7.1964, 2.9726], [1.3730, 5.7400, 3.9701], [0.0146, 5.9980, 2.8603], [3.6316, 6.6173, 1.9720], [3.8974, 4.9926, 1.3363], [3.6571, 5.2475, 3.0822], [1.6419, 6.9668, 0.4349], [0.3574, 5.7673, 0.3769], [1.9791, 5.3827, -0.2617], [2.0103, 0.6597, 4.5801], [3.4908, -0.2920, 4.3827], [2.0688, -0.6620, 3.4020], [3.1504, 2.8554, 4.0705], [4.2450, 2.9671, 2.6740], [4.6720, 1.9531, 4.0486], [3.5248, -0.4114, 1.3094], [4.9311, 0.0526, 2.2677], [4.3323, 1.1321, 0.9966]], "e_homo_ev": [-12.21, -12.85], "multiplicity": 5, "total_charge": 2, "homo_lumo_gap_ha": [0.2104, 0.1386], "lumo_energy_ev": [-6.49, -9.08]}

***

No. 2
{"formula": "C46H43BrCaN9S2Se", "method": "wB97M-V/def2-TZVPD", "species": ["Ca", "C", "C", "C", "C", "C", "C", "C", "C", "C", "C", "N", "C", "C", "C", "C", "C", "N", "H", "H", "H", "H", "H", "H", "H", "H", "H", "H", "H", "H", "H", "H", "H", "H", "H", "Br", "C", "C", "C", "C", "C", "C", "N", "C", "C", "C", "C", "C", "C", "N", "H", "H", "H", "H", "H", "H", "H", "H", "H", "S", "C", "C", "C", "C", "N", "C", "C", "C", "S", "C", "N", "H", "H", "N", "C", "C", "C", "C", "C", "C", "H", "H", "H", "H", "H", "H", "H", "C", "N", "C", "C", "N", "C", "C", "Se", "H", "H", "H", "H", "H", "H", "H", "H"], "coordinates": [[0.0145, 0.4801, -1.5510], [-1.2186, 5.2336, 1.7495], [-0.1290, 4.1975, 1.4746], [-0.2385, 2.9652, 2.3428], [0.1278, 3.0762, 3.6818], [0.1032, 1.9840, 4.5273], [-0.2778, 0.7512, 4.0254], [-0.6415, 0.5938, 2.6951], [-1.0277, -0.7811, 2.2188], [-2.4123, -1.1892, 2.7146], [-0.6424, 1.7143, 1.8573], [-0.9906, 1.5582, 0.4810], [-2.0397, 2.1976, 0.0804], [-2.5624, 2.1366, -1.2455], [-3.6330, 2.8635, -1.7671], [-3.8038, 2.4055, -3.0783], [-2.8275, 1.4266, -3.2715], [-2.0666, 1.2513, -2.1753], [-1.0820, 6.1200, 1.1263], [-1.2002, 5.5472, 2.7956], [-2.2141, 4.8330, 1.5478], [0.8444, 4.6553, 1.6671], [-0.1291, 3.9296, 0.4190], [0.4644, 4.0396, 4.0520], [0.4102, 2.0833, 5.5613], [-0.2649, -0.1233, 4.6681], [-0.2803, -1.4925, 2.5800], [-1.0218, -0.8342, 1.1291], [-2.4515, -1.1855, 3.8065], [-2.6747, -2.1890, 2.3625], [-3.1623, -0.4905, 2.3372], [-2.5985, 2.8123, 0.7913], [-4.2047, 3.6178, -1.2456], [-4.5424, 2.7263, -3.7967], [-2.6589, 0.8270, -4.1564], [1.2796, -6.0328, 1.7327], [1.4054, -4.6214, 0.4666], [1.4701, -3.3551, 0.8793], [1.6677, -2.2690, -0.1267], [1.2178, -2.6425, -1.5071], [1.3012, -4.0291, -1.8709], [1.4103, -4.9959, -0.9341], [0.8878, -1.6573, -2.3158], [0.6745, -1.7541, -3.6317], [0.3604, -0.6317, -4.4518], [0.0442, -0.8546, -5.8185], [-0.2421, 0.2048, -6.6337], [-0.2465, 1.5052, -6.1075], [0.0348, 1.6446, -4.7693], [0.3503, 0.6305, -3.9534], [1.4528, -3.1018, 1.9307], [1.2431, -1.3295, 0.2381], [1.2178, -4.3177, -2.9114], [1.4381, -6.0427, -1.2016], [0.7569, -2.7081, -4.1441], [0.0366, -1.8691, -6.1950], [-0.4801, 0.0368, -7.6775], [-0.4889, 2.3697, -6.7084], [-0.0028, 2.6237, -4.3021], [3.4883, -1.8880, -0.3181], [4.0089, -1.7529, 1.3654], [4.8190, -2.7613, 1.8702], [5.2659, -2.7516, 3.1849], [6.1133, -3.8002, 3.6664], [6.8034, -4.6434, 4.0380], [4.8552, -1.6897, 4.0130], [4.0435, -0.6907, 3.5204], [3.5914, -0.6697, 2.1794], [2.5535, 0.6006, 1.6648], [5.2685, -1.6330, 5.3917], [5.5868, -1.5748, 6.4950], [5.1068, -3.5752, 1.2179], [3.7299, 0.1121, 4.1737], [2.3219, 1.4631, -1.4259], [2.5456, 2.8555, -1.5610], [2.7518, 3.6395, -0.4294], [2.9036, 5.0115, -0.5624], [2.8612, 5.6159, -1.8114], [2.6696, 4.8276, -2.9381], [2.5102, 3.4556, -2.8177], [2.6729, 1.0933, -0.5284], [2.7608, 0.9379, -2.1759], [2.7947, 3.1666, 0.5461], [3.0630, 5.6123, 0.3253], [2.9799, 6.6879, -1.9057], [2.6409, 5.2811, -3.9216], [2.3671, 2.8384, -3.6973], [-5.8312, -1.4043, 1.5417], [-5.0459, -2.5579, 1.1526], [-5.1184, -3.8016, 1.7506], [-4.2324, -4.5968, 1.1199], [-3.6334, -3.8349, 0.1364], [-2.5602, -4.2703, -0.7408], [-4.1257, -2.5696, 0.1527], [-3.5798, -1.1798, -0.9193], [-6.8932, -1.6309, 1.4497], [-5.5705, -0.5879, 0.8712], [-5.5983, -1.1223, 2.5678], [-5.7870, -4.0036, 2.5688], [-3.9713, -5.6277, 1.2817], [-2.5641, -5.3576, -0.7779], [-1.5963, -3.9137, -0.3746], [-2.7263, -3.8536, -1.7314]], "e_homo_ev": -4.07, "total_charge": -1, "homo_lumo_gap_ha": 0.2119, "lumo_energy_ev": 1.70}